A cluster of 2 separate species, C13H10Cl5O6 in total at a distorted geometry. Source: the OMol25 dataset; level of theory: ωB97M-V with the def2-TZVPD basis set.

Results
Electronic energy, eV: -88539.707
Net charge: -1
Lowest unoccupied orbital energy, Ha: 0.0507
Energy above the lowest of the compared OMol25 structures with the same formula, charge and spin, kJ/mol: 0.0

Structure (XYZ):
```
34
Properties=species:S:1:pos:R:3:forces:R:3
Cl -2.2116 -3.2247 -0.0677 0.4 -0.3 0.2
Cl -5.3618 1.3798 -2.4907 0.1 0.3 0.1
Cl -5.6057 0.8387 0.6559 -0.1 0.0 0.1
Cl -0.9562 -1.7819 -2.6195 -0.1 0.1 0.2
Cl -1.0801 -1.1534 2.0647 -0.4 -0.5 2.0
O 0.8894 1.2356 1.0130 -0.1 1.3 0.3
O -1.2655 1.4922 0.3146 1.1 0.1 0.4
O -3.1827 -0.1894 -3.6748 -0.3 0.4 0.7
O 0.8109 -2.7592 0.4091 0.8 0.9 -0.3
O -4.0232 -1.5155 1.4111 0.2 0.6 -2.0
O 1.9197 -0.8515 -0.1818 0.6 -0.7 -0.1
C -4.4304 0.0664 -0.3190 -0.1 0.4 -0.9
C -3.7029 -1.0713 0.3124 0.1 0.4 1.6
C -0.4000 -0.7124 0.5707 2.7 0.3 -1.3
C -2.2505 -1.1314 -1.7104 -1.7 0.6 -1.0
C 4.3378 -0.8757 -0.1782 0.2 0.3 0.2
C 3.0837 -1.6882 -0.3471 -0.2 -0.2 -0.3
C -4.2640 0.3911 -1.6264 -0.4 -0.7 0.9
C 0.9727 2.6574 1.2937 -0.1 -0.3 0.2
C -3.2206 -0.2751 -2.4546 1.5 -1.0 -0.2
C -2.5446 -1.5898 -0.4657 0.2 -0.6 -0.9
C 2.4394 2.9683 1.4375 0.4 0.1 -0.2
C 0.8403 -1.5433 0.2479 -2.7 0.0 1.3
C -0.2972 0.7932 0.5840 -1.5 -1.3 -0.5
H 4.3988 -0.0381 -0.8862 0.0 -0.2 0.2
H 3.0808 -2.4956 0.3875 -0.2 0.1 -0.1
H 5.1987 -1.5360 -0.3276 -0.1 0.1 -0.1
H 4.4135 -0.4999 0.8542 -0.1 0.1 -0.4
H 2.5839 3.9610 1.8717 0.0 0.0 -0.1
H 2.9206 2.9415 0.4519 0.0 0.0 0.3
H 0.4404 2.9009 2.2313 0.0 -0.4 -0.4
H 2.9360 2.2436 2.0922 -0.2 0.1 -0.1
H 0.4952 3.2155 0.4868 0.1 0.0 0.0
H 3.0351 -2.1531 -1.3404 0.0 0.1 0.1
```
Positions in Å, forces in eV/Å.

Results of the Löwdin charge analysis, in e, for atoms 1 through 6: atom 1 (Cl): 0.7722, atom 2 (Cl): 0.7240, atom 3 (Cl): 0.7230, atom 4 (Cl): 0.7646, atom 5 (Cl): 0.7413, atom 6 (O): -0.0202


The molecule C4H2O2 at a distorted geometry. Source: the OMol25 dataset; level of theory: ωB97M-V with the def2-TZVPD basis set.

Results
Electronic energy, eV: -8270.968
Lowest unoccupied orbital energy, Ha: -0.0708
Energy above the lowest of the compared OMol25 structures with the same formula, charge and spin, kJ/mol: 150.5

Structure (XYZ):
```
8
Properties=species:S:1:pos:R:3:forces:R:3
O 0.0845 -1.5629 0.0014 3.1 0.6 0.0
O 1.8406 1.4248 -0.0018 0.1 -0.4 0.0
C -0.4510 0.6370 0.0033 -0.2 -0.3 0.0
C 1.0311 0.5377 0.0002 -1.1 0.2 0.0
C -0.9125 -0.6111 0.0005 -0.6 1.6 -0.1
C 1.3364 -0.9786 -0.0021 -1.1 -1.8 0.0
H -1.9176 -0.9953 -0.0184 -0.1 -0.1 0.0
H -1.0114 1.5484 0.0169 -0.2 0.2 0.0
```
Positions in Å, forces in eV/Å.

Results of the Löwdin charge analysis, in e, for atoms 1 through 6: atom 1 (O): -0.0569, atom 2 (O): 0.1323, atom 3 (C): 0.0056, atom 4 (C): -0.4023, atom 5 (C): -0.0893, atom 6 (C): 0.1681


A structure of composition C6H4FeN2O6 at a distorted geometry. Source: the OMol25 dataset; level of theory: ωB97M-V with the def2-TZVPD basis set.

Results
Electronic energy, eV: -55920.033
Net charge: +2
Lowest unoccupied orbital energy (spin up / spin down), Ha: -0.3093 / -0.4068
Energy above the lowest of the compared OMol25 structures with the same formula, charge and spin, kJ/mol: 0.0
Spin multiplicity: 5

Structure (XYZ):
```
19
Properties=species:S:1:pos:R:3:forces:R:3
Fe 0.0000 0.0000 0.0000 -3.2 -2.4 2.4
O 0.3628 -0.6201 1.8665 -0.7 -0.2 -0.2
O 2.7403 0.8630 0.8397 -4.0 -1.3 -1.0
O 0.4983 1.3506 -2.7015 -0.9 -2.1 4.1
O -1.0766 2.6383 1.1184 1.6 -3.8 -1.7
O 1.2384 -2.5877 -1.0680 -1.8 3.8 1.5
O -3.6888 -1.1616 -1.1299 2.2 0.7 0.7
N 1.7801 -0.7356 3.6433 -0.5 -0.2 -0.1
N -0.3511 -1.7137 3.7244 0.5 0.3 -0.1
C -0.7094 1.6355 0.6869 -3.6 6.3 2.9
C 1.6801 0.5291 0.5148 8.5 3.1 1.6
C -2.6500 -0.8344 -0.8117 -2.0 -0.6 -0.6
C 0.2738 0.8316 -1.6980 1.2 3.9 -7.9
C 0.5934 -1.0142 3.0526 0.3 -0.7 2.0
C 0.7359 -1.6272 -0.6783 2.3 -7.0 -2.7
H -1.2563 -1.9295 3.2816 0.9 0.2 0.4
H 1.9779 -1.0499 4.6041 -0.1 0.3 -0.9
H 2.5073 -0.2049 3.1449 -0.7 -0.5 0.5
H -0.1826 -2.0423 4.6884 -0.3 0.3 -1.0
```
Positions in Å, forces in eV/Å.

Results of the Löwdin charge analysis, in e, for atoms 1 through 6: atom 1 (Fe): 0.3692, atom 2 (O): -0.1342, atom 3 (O): 0.2572, atom 4 (O): 0.2933, atom 5 (O): 0.2677, atom 6 (O): 0.2676


A structure of composition C25H34OS4TeV at a distorted geometry. Source: the OMol25 dataset; level of theory: ωB97M-V with the def2-TZVPD basis set.

Results
Electronic energy, eV: -104843.874
Lowest unoccupied orbital energy (spin up / spin down), Ha: 0.0060 / 0.0062
Energy above the lowest of the compared OMol25 structures with the same formula, charge and spin, kJ/mol: 14.2
Spin multiplicity: 2

Structure (XYZ):
```
66
Properties=species:S:1:pos:R:3:forces:R:3
Te 1.6551 -0.3601 1.5976 0.2 -0.1 0.1
V -0.9025 -0.1182 0.8249 0.5 1.0 -0.7
S -1.3551 -1.3793 2.6979 -0.1 -0.5 0.8
S 0.0704 0.6686 -2.1131 -0.5 -0.3 1.1
S -3.3660 -0.1642 0.3884 -0.1 0.0 -0.2
S -1.5275 1.7947 2.2026 0.0 0.1 0.2
O -0.7220 1.1813 -0.8827 0.5 -0.3 -0.8
C 4.3198 0.4679 0.3849 0.1 0.1 0.0
C -3.3318 1.9988 2.1631 -0.1 0.0 -0.1
C -4.0010 -1.1897 1.7516 0.1 -0.1 0.0
C 3.9503 3.2182 0.3826 -0.1 0.0 0.0
C 4.5957 -1.0143 0.3410 0.0 0.0 0.0
C -1.0605 -1.8068 -0.2892 -0.6 -0.5 -0.5
C -1.8674 -0.2635 4.0834 0.0 0.0 -0.1
C -3.1190 -5.6063 -2.6565 0.1 0.1 0.0
C -0.7360 1.4749 -3.4612 -0.3 0.2 -0.2
C -2.7358 -4.6459 -1.7316 0.0 0.0 0.0
C -1.3308 1.1466 3.8955 0.0 0.0 -0.1
C -1.6456 -4.6307 -4.2779 0.0 0.0 0.1
C -3.9322 1.4797 0.8638 0.0 0.1 0.1
C -1.8094 -3.6525 -2.0641 0.0 0.2 0.1
C 1.5594 1.6138 -2.1216 0.3 0.2 0.0
C 1.6084 3.0170 1.2236 0.0 0.0 0.1
C 2.9131 2.3919 0.8173 0.1 0.1 0.0
C -1.2708 -3.6667 -3.3541 0.1 0.0 -0.1
C -2.5770 -5.6037 -3.9355 0.0 0.0 0.0
C -2.9510 -2.1471 2.3268 -0.2 0.1 -0.1
C 3.0974 1.0046 0.8383 0.2 -0.1 0.1
C -1.4341 -2.6331 -1.1171 0.2 -0.3 0.1
C 6.2880 3.6183 -0.4844 0.0 0.0 0.0
C 5.3264 1.3318 -0.0422 -0.1 -0.1 0.0
C 5.1684 2.7114 -0.0428 0.0 0.0 0.0
H 1.3912 2.8299 2.2797 0.0 0.0 0.0
H -2.7068 -2.9231 1.6023 0.0 0.0 0.0
H 5.5011 -1.2149 -0.2343 0.0 0.0 0.0
H -0.2518 1.1709 4.0482 0.0 0.0 0.0
H -0.8421 2.5319 -3.2141 0.0 0.0 -0.1
H -3.5686 3.0562 2.2812 0.0 0.0 0.0
H 1.3076 2.6702 -2.0140 0.1 0.0 0.0
H -0.5410 -2.9110 -3.6175 0.0 0.0 0.0
H 5.9549 4.6546 -0.5486 0.0 0.0 0.0
H 1.6217 4.0952 1.0568 0.0 0.0 0.0
H 3.7918 4.2929 0.3750 0.0 0.0 0.0
H -2.8737 -6.3546 -4.6563 0.0 0.0 0.0
H -1.7966 1.8419 4.5944 0.0 0.0 0.0
H 3.7661 -1.5652 -0.1024 0.0 0.0 0.0
H 2.0805 1.4209 -3.0614 0.0 0.0 0.0
H -3.6249 2.1038 0.0233 0.0 0.0 0.0
H -1.4737 -0.6895 5.0047 0.0 0.0 0.0
H -4.8456 -1.7630 1.3697 0.0 0.0 0.0
H -1.7112 1.0060 -3.5815 0.0 0.0 0.0
H -3.8394 -6.3640 -2.3739 0.0 0.0 0.0
H 4.7305 -1.4271 1.3436 0.0 0.0 0.0
H 6.2636 0.9038 -0.3876 0.0 0.0 0.0
H 7.1252 3.5819 0.2160 0.0 0.0 0.0
H -3.3490 -2.6237 3.2237 0.0 0.0 0.0
H 0.7776 2.5911 0.6595 0.0 0.0 0.0
H -1.2097 -4.6221 -5.2690 0.0 0.0 0.0
H -3.7502 1.4743 3.0212 0.0 0.0 0.0
H -5.0222 1.4986 0.9096 0.0 0.0 0.0
H -0.1410 1.3360 -4.3633 0.0 0.0 0.0
H 2.1694 1.2749 -1.2837 0.0 0.0 -0.1
H -2.9554 -0.2635 4.1585 0.0 0.0 0.0
H 6.6748 3.3294 -1.4637 0.0 0.0 0.0
H -4.3831 -0.5239 2.5246 0.0 0.0 0.0
H -3.1476 -4.6562 -0.7301 0.0 0.0 0.0
```
Positions in Å, forces in eV/Å.

Results of the Löwdin charge analysis, in e, for atoms 1 through 6: atom 1 (Te): 1.0071, atom 2 (V): -0.2579, atom 3 (S): 0.7784, atom 4 (S): 0.8983, atom 5 (S): 0.9188, atom 6 (S): 0.8616


A structure of composition C23H22B2Cl3F9N7SScSeSi2 at a distorted geometry. Source: the OMol25 dataset; level of theory: ωB97M-V with the def2-TZVPD basis set.

Results
Electronic energy, eV: -210673.552
Net charge: -2
Lowest unoccupied orbital energy, Ha: 0.1474

Structure (XYZ):
```
71
Properties=species:S:1:pos:R:3:forces:R:3
Se 3.0138 1.2600 -2.5686 -0.3 -0.4 0.1
Sc 0.3032 -0.7226 0.3071 -1.1 1.0 0.6
Cl 2.3002 -3.6479 2.6089 -0.3 0.4 -0.5
Cl 3.1578 -4.1917 -0.4404 0.1 0.4 -0.2
Cl 0.2747 -5.0751 0.4972 -0.2 0.3 -0.1
S -2.4808 -0.2845 0.1871 0.7 0.6 -0.2
Si 1.4917 -3.3157 0.5343 0.6 -1.1 0.8
Si -5.2063 -2.3053 0.1019 -0.8 -0.2 0.0
F 6.1054 5.4350 -2.0379 -0.1 -0.1 -0.2
F -0.7521 -1.4191 -3.5161 -0.3 0.5 -0.5
F -0.8810 -2.3281 -1.4253 -0.1 -0.1 0.5
F 0.8678 -2.8217 -2.7793 0.6 -0.4 -0.2
F 4.6942 3.3578 -1.0743 0.1 0.2 -0.1
F 5.0567 4.1166 -6.4653 0.0 0.0 0.3
F 0.6539 -0.7623 -1.7690 0.3 0.4 0.2
F 6.2798 5.8693 -4.7492 -0.1 -0.2 0.1
F 3.6223 2.0356 -5.5075 0.1 0.3 0.0
N 0.0974 0.4072 2.4826 0.0 -0.6 -0.5
N -1.3377 -2.0952 1.6241 0.2 0.1 -0.5
N 0.8713 2.5277 0.4538 0.1 0.4 0.1
N 2.7806 1.2316 1.3348 0.2 0.3 0.3
N 2.5130 0.0682 0.7217 -0.5 -0.6 -0.1
N 0.7410 1.5539 2.7347 0.2 0.3 0.3
N 0.1836 1.5797 -0.1968 0.0 -0.5 -0.1
C 0.4124 2.0156 3.9471 -0.1 -0.1 0.0
C 5.4784 4.5910 -2.8935 0.2 0.2 -0.2
C 4.0990 1.3734 1.5137 0.0 -0.3 -0.2
C -0.4913 1.1424 4.5143 0.1 0.1 0.0
C -0.3990 2.1720 -1.2346 0.0 0.0 0.0
C 0.7366 3.7079 -0.1629 -0.1 -0.1 -0.2
C -5.0398 -1.3035 -1.5015 0.0 -0.3 0.6
C -3.6614 -2.5714 1.1498 -0.1 0.1 -0.4
C -3.5974 -3.6247 2.0400 0.1 0.0 0.0
C 5.5789 4.8107 -4.2644 -0.1 -0.1 0.1
C -2.4335 -3.8817 2.7600 -0.1 0.1 0.0
C -0.6511 0.1498 3.5514 -0.1 0.0 0.1
C -0.0814 3.5303 -1.2583 -0.1 -0.1 0.1
C 4.9441 3.9202 -5.1272 0.2 0.3 0.0
C -1.3234 -3.1153 2.4789 0.2 -0.2 0.2
C 4.7271 0.2606 0.9987 -0.1 -0.1 0.0
C 4.2143 2.8627 -4.6260 -0.1 -0.2 0.4
C -5.8565 -4.0509 -0.3716 0.3 0.6 0.2
C -6.5613 -1.5681 1.2526 0.5 -0.2 -0.5
C 4.0601 2.6228 -3.2429 0.4 0.6 -0.3
C -2.5062 -1.7640 1.0251 0.1 -0.1 0.2
C 3.6862 -0.5199 0.5052 0.1 0.0 0.0
C 4.7508 3.5258 -2.4099 -0.3 -0.3 -0.2
B 1.6825 2.2213 1.7108 -0.2 -0.5 -0.3
B -0.0354 -1.8660 -2.4663 -0.3 -0.5 0.5
H 1.2393 4.5832 0.2029 0.1 0.1 0.1
H -0.4023 4.2685 -1.9674 0.0 0.1 -0.1
H 2.1381 3.2100 2.1810 0.2 0.3 0.1
H 4.5052 2.2511 1.9755 0.0 0.2 0.1
H -1.2762 -0.7179 3.6062 -0.1 -0.1 -0.1
H -4.1427 -1.5993 -2.0356 0.2 -0.1 -0.1
H 3.7554 -1.4558 -0.0132 -0.1 -0.2 -0.1
H -4.4591 -4.2659 2.1752 -0.1 -0.1 0.0
H -0.3777 -3.3098 2.9703 0.1 -0.1 -0.1
H -4.9379 -0.2460 -1.2882 0.0 0.1 0.1
H -1.0131 1.6124 -1.9193 0.0 -0.1 0.0
H -6.0892 -4.6501 0.5031 0.0 -0.1 0.2
H -6.7632 -3.9767 -0.9643 -0.2 0.1 -0.1
H -0.9698 1.2180 5.4703 0.0 0.0 0.2
H -6.3214 -0.5525 1.5461 0.1 0.3 0.0
H -6.6540 -2.1556 2.1614 0.1 -0.2 0.2
H -5.1230 -4.5975 -0.9543 0.2 -0.1 -0.1
H -5.8932 -1.4486 -2.1586 -0.3 -0.2 0.0
H -7.5360 -1.5538 0.7744 -0.2 0.0 -0.2
H 0.8417 2.9193 4.3312 0.1 0.2 0.0
H 5.7732 0.0347 0.9746 0.2 0.0 -0.1
H -2.3775 -4.6821 3.4817 0.1 -0.1 0.0
```
Positions in Å, forces in eV/Å.

Results of the Löwdin charge analysis, in e, for atoms 1 through 6: atom 1 (Se): 0.6609, atom 2 (Sc): 0.8472, atom 3 (Cl): -0.0016, atom 4 (Cl): 0.1135, atom 5 (Cl): 0.1317, atom 6 (S): 0.6791


A structure of composition C20H27IrN6S3. Source: the OMol25 dataset; level of theory: ωB97M-V with the def2-TZVPD basis set.

Results
Electronic energy, eV: -65437.679
Net charge: +3
Lowest unoccupied orbital energy (spin up / spin down), Ha: -0.3876 / -0.4066
Energy above the lowest of the compared OMol25 structures with the same formula, charge and spin, kJ/mol: 0.0
Spin multiplicity: 2

Structure (XYZ):
```
57
Properties=species:S:1:pos:R:3:forces:R:3
Ir -0.2408 0.2299 -0.1637 0.5 0.5 0.4
S -3.7822 3.1642 0.8606 0.1 0.0 0.0
S -1.8089 0.8623 1.3051 -0.1 0.2 0.1
S 1.2245 -0.5115 1.4876 0.1 -0.3 0.0
N 0.2015 -4.4418 0.3982 0.0 0.0 0.0
N 1.3334 0.4101 -1.6133 -0.2 -0.1 -0.3
N 0.7620 1.1547 3.6260 0.1 -0.1 0.1
N -1.7308 2.7893 -0.6234 0.0 -0.3 0.0
N -0.6694 2.0153 -1.0188 -0.2 0.2 -0.2
N 2.4573 1.7276 2.3888 0.0 0.0 0.0
C -2.3588 -1.8273 -2.9533 0.0 0.1 0.0
C -2.3565 2.3172 0.4131 -0.1 0.1 0.0
C 1.2582 -5.1151 1.2197 0.0 0.0 0.0
C 1.4587 0.8853 2.5477 -0.1 -0.1 0.0
C 0.8005 -3.3385 -0.4478 0.0 0.0 -0.1
C 0.0697 2.3919 -2.0042 0.1 0.0 -0.1
C 1.3080 2.3149 4.3580 0.0 0.0 0.0
C 1.9525 1.7580 -3.5029 0.0 0.0 0.0
C 2.5577 2.6745 3.5191 0.0 0.0 0.0
C -4.2494 2.5030 2.4757 0.0 0.0 0.0
C 3.1494 -0.2485 -3.0078 0.0 0.0 0.0
C -0.2305 -2.7080 -1.3426 0.0 0.1 0.0
C -0.9327 -3.9619 1.2477 0.0 0.0 0.0
C -0.7399 -3.4950 -2.3767 0.0 0.0 0.0
C -0.7859 -1.4343 -1.1543 0.0 -0.1 -0.2
C 2.3084 -0.4391 -1.9160 0.1 0.1 0.1
C 2.9649 0.8541 -3.8181 0.0 0.0 0.0
C 1.1597 1.5069 -2.4020 -0.1 0.0 0.1
C -1.8696 -1.0185 -1.9347 0.0 -0.2 0.1
C -1.7806 -3.0640 -3.1836 0.0 -0.1 0.0
H 1.7023 -4.3717 1.8779 0.0 0.0 0.0
H 1.5928 -3.8111 -1.0295 0.0 0.0 0.0
H 1.2473 -2.6426 0.2566 0.0 0.0 0.0
H -0.1753 -5.1390 -0.2481 0.0 0.0 0.0
H -0.5885 -3.0956 1.8100 0.0 0.0 0.0
H 0.0009 0.5786 3.9479 0.0 0.0 0.0
H 2.4374 -1.2823 -1.2527 0.0 0.0 0.0
H 2.5380 3.6984 3.1551 0.0 0.0 0.0
H -3.1942 -1.4888 -3.5513 0.0 0.0 0.0
H 3.4874 2.5075 4.0591 0.0 0.0 0.0
H 3.5952 1.0191 -4.6816 0.0 0.0 0.0
H -2.3586 -0.0634 -1.7592 0.0 0.0 0.0
H -5.3115 2.7211 2.5685 0.0 0.0 0.0
H 0.7956 -5.9048 1.8051 0.0 0.0 0.0
H -4.1160 1.4267 2.5365 0.0 0.0 0.0
H 0.5757 3.1191 4.3818 0.0 0.0 0.0
H -1.2179 -4.7612 1.9259 0.0 0.0 0.0
H -0.3034 -4.4717 -2.5653 0.0 0.0 0.0
H 1.7814 2.6410 -4.1042 0.0 0.0 0.0
H 2.0099 -5.5341 0.5556 0.0 0.0 0.0
H 3.9350 -0.9640 -3.2070 0.0 0.0 0.0
H -3.7048 3.0181 3.2622 0.0 0.0 0.0
H 1.5553 2.0306 5.3778 0.0 0.0 0.0
H -2.1510 -3.7000 -3.9761 0.0 0.0 0.0
H -1.7696 -3.6932 0.6099 0.0 0.0 0.0
H 3.1592 1.6173 1.6746 0.0 0.0 0.0
H -0.1309 3.3360 -2.5016 0.0 0.0 0.0
```
Positions in Å, forces in eV/Å.

Results of the Löwdin charge analysis, in e, for atoms 1 through 6: atom 1 (Ir): 0.9932, atom 2 (S): 0.9856, atom 3 (S): 0.6143, atom 4 (S): 0.6582, atom 5 (N): -0.1695, atom 6 (N): -0.0586